Molecular formula: C9H10NS2
Method: DFT, ωB97M-V/def2-TZVPD

```
! wB97M-V def2-TZVPD RIJCOSX def2/J DEFGRID3
* xyz 1 1
C 1.0218 -2.5552 -0.0899
C 1.9339 1.6121 -0.2642
H -2.2193 -2.3993 -0.7766
N 0.6587 1.0836 0.0863
H 2.3490 -0.8118 0.3383
H 2.1670 2.2385 0.6557
H 0.3800 2.4031 1.5796
H -0.6010 -4.0688 -0.4369
S -2.2537 0.3657 -1.2064
C -0.1749 2.0855 0.6859
H 1.9205 -3.0450 0.1806
C -0.2240 -3.0446 -0.4255
C 1.2973 -1.1976 0.1959
C -3.2694 0.8706 -0.0197
H 1.7534 2.3869 -1.0173
C -1.2492 -2.1196 -0.5692
H -1.1181 1.6440 0.9798
C -0.9581 -0.7528 -0.4245
H 2.6142 0.9226 -0.6084
S -4.2701 1.4848 1.0135
H -0.0739 3.0888 0.1585
C 0.3160 -0.1915 -0.0354
*
```

The calculation puts the energy above the lowest of the compared OMol25 structures with the same formula, charge and spin at 48.4 kcal/mol. The value obtained for the calculated total energy is -1199.7025 a.u. Its LUMO energy is -6.1 eV. The orbital gap is 5.4 eV.